C31H40FN7O3S4SbTi as an isolated structure in a non-equilibrium geometry. Source: the Open Molecules 2025 dataset; level of theory: the ωB97M-V functional and the def2-TZVPD basis.

Each line ends with the Löwdin charge.
Geometry (Å):
Ti1 -1.482 1.567 -1.898  0.720
C1 -4.068 0.896 2.793  -0.376
S1 -2.694 2.034 2.476  0.851
C2 -2.670 2.051 0.734  -1.111
S2 -1.632 3.205 -0.052  0.673
N1 -3.464 1.247 0.096  -0.086
N2 -3.271 1.276 -1.257  -0.243
C3 -4.313 1.338 -2.075  -0.070
C4 -3.991 1.784 -3.377  -0.297
C5 -4.924 2.047 -4.401  -0.024
C6 -4.493 2.614 -5.573  -0.053
C7 -3.125 2.869 -5.749  -0.040
C8 -2.252 2.553 -4.734  -0.090
N3 -2.650 2.046 -3.559  -0.024
H1 -4.074 0.709 3.864  0.034
H2 -4.998 1.368 2.486  0.038
H3 -3.908 -0.021 2.233  0.008
H4 -5.327 1.206 -1.717  0.136
H5 -5.966 1.811 -4.233  0.120
H6 -5.198 2.867 -6.352  0.113
H7 -2.747 3.302 -6.663  0.109
H8 -1.185 2.702 -4.849  0.121
F1 0.553 -0.130 4.204  0.052
C9 1.294 0.026 3.077  -0.201
C10 0.640 0.187 1.878  0.060
C11 1.368 0.406 0.697  -0.063
C12 0.715 0.666 -0.535  -0.276
O1 -0.601 0.622 -0.646  -0.361
C13 1.538 0.986 -1.664  -0.052
C14 2.888 0.926 -1.574  0.036
N4 3.528 0.670 -0.387  0.006
C15 4.962 0.726 -0.334  -0.271
C16 5.637 1.870 0.371  -0.103
C17 5.695 1.766 -1.122  -0.086
C18 2.788 0.433 0.770  -0.108
C19 3.409 0.225 1.988  0.042
C20 2.676 0.029 3.173  -0.168
N5 3.408 -0.125 4.385  -0.102
C21 2.806 -0.800 5.512  -0.155
C22 3.921 -1.348 6.396  -0.088
N6 4.786 -0.213 6.854  0.059
C23 5.346 0.529 5.679  -0.092
C24 4.189 1.016 4.819  -0.142
C25 0.910 1.527 -2.924  -0.611
O2 1.315 1.256 -4.030  0.095
O3 -0.071 2.370 -2.665  -0.154
H9 -0.442 0.200 1.844  0.097
H10 3.508 1.099 -2.439  0.144
H11 5.422 -0.254 -0.246  0.154
H12 6.535 1.665 0.940  0.100
H13 5.008 2.646 0.787  0.112
H14 6.626 1.486 -1.591  0.109
H15 5.115 2.481 -1.688  0.108
H16 4.487 0.219 2.048  0.106
H17 2.201 -1.633 5.160  0.145
H18 2.155 -0.144 6.113  0.135
H19 4.545 -2.033 5.825  0.142
H20 3.513 -1.865 7.264  0.138
H21 5.536 -0.554 7.456  0.185
H22 4.211 0.434 7.401  0.183
H23 5.967 -0.163 5.113  0.141
H24 5.956 1.360 6.029  0.138
H25 4.583 1.538 3.950  0.131
H26 3.585 1.737 5.399  0.142
C26 -2.419 -2.663 1.784  -0.343
Sb1 -2.255 -1.873 -0.241  1.329
C27 -0.254 -2.696 -0.403  -0.316
C28 -3.162 -3.644 -1.145  -0.339
H27 -1.882 -3.608 1.848  -0.002
H28 -3.468 -2.826 2.030  -0.006
H29 -1.994 -1.960 2.501  -0.019
H30 -0.307 -3.783 -0.359  0.007
H31 0.348 -2.335 0.431  -0.008
H32 0.203 -2.387 -1.340  -0.026
H33 -3.170 -4.463 -0.427  -0.002
H34 -2.581 -3.934 -2.020  -0.024
H35 -4.186 -3.421 -1.443  -0.016
S3 -1.106 -0.738 -3.315  0.762
C29 -2.284 -1.574 -4.131  -1.064
N7 -3.571 -1.247 -4.225  -0.027
C30 -4.380 -1.985 -5.177  -0.211
C31 -3.732 -3.359 -5.284  -0.395
S4 -1.955 -3.068 -4.963  0.962
H36 -3.890 -0.367 -3.850  0.093
H37 -4.383 -1.472 -6.145  0.126
H38 -5.406 -2.059 -4.817  0.127
H39 -3.842 -3.805 -6.268  0.081
H40 -4.103 -4.040 -4.520  0.077

## Properties
spin multiplicity	3
energy above the lowest of the compared OMol25 structures with the same formula, charge and spin	199.6	kJ/mol
Kohn-Sham gap (alpha / beta)	4.231 / 6.301	eV
DFT total energy	-125074.8774	eV
net charge	+1

C31H40N4O9P2RuSTe as an isolated structure in a non-equilibrium geometry. Source: the Open Molecules 2025 dataset; level of theory: the ωB97M-V functional and the def2-TZVPD basis.

Each line ends with the Löwdin charge.
Geometry (Å):
Ru1 -0.974 0.452 -0.471  0.964
O1 2.469 -0.264 1.013  -0.326
C1 1.884 0.510 0.162  -0.602
O2 1.010 0.065 -0.600  -0.217
C2 2.276 1.936 0.129  -0.125
C3 3.606 2.265 0.363  0.012
C4 4.018 3.587 0.298  -0.030
C5 3.095 4.582 0.024  -0.031
C6 1.760 4.258 -0.184  -0.059
C7 1.327 2.938 -0.138  -0.245
P1 -0.467 2.649 -0.344  1.009
C8 -1.293 3.542 0.988  -0.353
C9 -2.634 3.905 0.839  -0.117
C10 -3.309 4.531 1.875  -0.060
C11 -2.647 4.800 3.066  -0.054
C12 -1.316 4.442 3.220  -0.050
C13 -0.639 3.809 2.188  -0.079
C14 -0.915 3.497 -1.881  -0.353
C15 -0.864 2.772 -3.070  -0.105
C16 -1.159 3.381 -4.280  -0.064
C17 -1.512 4.723 -4.309  -0.051
C18 -1.562 5.455 -3.130  -0.049
C19 -1.263 4.848 -1.921  -0.089
H1 4.314 1.477 0.582  0.129
H2 5.057 3.837 0.465  0.121
H3 3.407 5.617 -0.016  0.121
H4 1.053 5.056 -0.375  0.111
H5 -3.151 3.738 -0.100  0.100
H6 -4.341 4.826 1.747  0.115
H7 -3.169 5.297 3.873  0.116
H8 -0.801 4.657 4.146  0.115
H9 0.394 3.519 2.323  0.110
H10 -0.566 1.726 -3.065  0.086
H11 -1.107 2.814 -5.199  0.111
H12 -1.746 5.201 -5.251  0.117
H13 -1.833 6.502 -3.152  0.117
H14 -1.312 5.428 -1.008  0.109
N1 -3.064 0.786 -0.442  -0.012
H15 -3.327 1.550 -1.061  0.063
H16 -3.410 1.032 0.483  0.073
H17 -3.580 -0.032 -0.760  0.068
C20 4.869 -4.808 -1.931  -0.098
C21 4.074 -3.788 -2.732  -0.278
S1 2.397 -3.579 -2.161  0.655
O3 2.060 -2.176 -2.244  -0.320
O4 2.204 -4.279 -0.910  -0.350
C22 1.381 -4.427 -3.369  -0.191
C23 -0.043 -4.656 -2.849  -0.099
N2 -0.626 -3.529 -2.109  0.062
C24 -1.000 -2.343 -2.639  -0.303
N3 -1.539 -1.541 -1.714  0.064
C25 -1.445 -2.231 -0.536  -0.126
C26 -0.875 -3.442 -0.755  -0.166
N4 -0.477 -4.393 0.251  -0.305
O5 -0.361 -5.553 -0.040  0.154
O6 -0.273 -3.930 1.392  -0.147
C27 -0.842 -1.982 -4.068  0.029
H18 5.903 -4.783 -2.269  0.091
H19 4.488 -5.818 -2.073  0.086
H20 4.844 -4.583 -0.868  0.079
H21 4.002 -4.066 -3.785  0.108
H22 4.492 -2.782 -2.683  0.107
H23 1.815 -5.410 -3.560  0.123
H24 1.425 -3.844 -4.287  0.106
H25 -0.065 -5.511 -2.184  0.118
H26 -0.705 -4.879 -3.687  0.143
H27 -1.916 -1.910 0.379  0.091
H28 -1.154 -2.794 -4.725  0.098
H29 0.202 -1.741 -4.273  0.092
H30 -1.453 -1.109 -4.283  0.092
C28 -2.711 -3.014 3.517  -0.055
C29 -2.569 -1.517 3.432  -0.208
O7 -1.662 -1.162 2.333  -0.302
P2 -0.205 -0.564 2.498  0.332
O8 -0.127 0.747 1.794  -0.353
Te1 1.438 -2.037 1.377  1.548
O9 0.053 -0.503 4.029  -0.247
C30 0.860 -1.367 4.893  -0.247
C31 0.370 -1.191 6.304  -0.054
H31 -3.397 -3.270 4.326  0.095
H32 -1.753 -3.491 3.722  0.076
H33 -3.115 -3.432 2.595  0.083
H34 -2.185 -1.089 4.354  0.108
H35 -3.509 -1.023 3.192  0.125
H36 1.897 -1.062 4.767  0.121
H37 0.754 -2.398 4.550  0.101
H38 0.359 -0.140 6.584  0.091
H39 1.042 -1.716 6.983  0.095
H40 -0.631 -1.601 6.435  0.081

## Properties
spin multiplicity	1
Kohn-Sham gap (alpha / beta)	7.239 / 7.318	eV
DFT total energy	-96458.8965	eV
net charge	+2

- Which of these has the highest net charge?
  C31H40N4O9P2RuSTe

- Among the records above, which one has the lowest DFT total energy?
  C31H40FN7O3S4SbTi